No. 1
Here is one molecule with the formula C4H3N3O from the Open Molecules 2025 dataset. Energies are from wB97M-V/def2-TZVPD.

Geometry as XYZ:
```
11
Properties=species:S:1:pos:R:3:forces:R:3:nbo_charge:R:1
C 1.1189 -0.0360 -0.1173 7.468 4.271 -0.348 0.5401
C 0.4224 1.2012 0.3836 1.772 0.064 0.010 -0.2531
C -0.8748 1.3470 0.1863 -1.137 3.505 3.638 -0.0964
C -0.5795 -1.3781 0.3749 1.821 -0.750 -0.381 0.2517
H 1.1205 2.0193 0.9188 -1.923 -2.164 -1.316 0.2751
H -1.2922 2.1936 0.9132 0.050 -1.496 -2.535 0.2277
H -0.9727 -2.3164 0.7924 0.129 0.556 0.023 0.2102
N -1.7582 0.5136 -0.5153 0.725 0.425 0.571 -0.0612
N -1.5636 -0.6899 -0.3370 -0.682 -1.380 -0.562 -0.1554
N 0.7258 -1.2413 0.2814 -3.965 -2.113 0.682 -0.4148
O 2.3493 0.1527 -0.4492 -4.258 -0.918 0.216 -0.5240
```
Positions in Å, forces in eV/Å.

Properties
- Relative energy (zero: lowest compared OMol25 entry of this formula, charge and spin): 3.817 eV
- HOMO-LUMO gap: 8.48 eV
- Lowest unoccupied orbital energy: -1.65 eV
- Multiplicity: 1
- SMILES: O=c1ccnncn1


No. 2
Here is one molecule with the formula C4H3N3O from the Open Molecules 2025 dataset. Energies are from wB97M-V/def2-TZVPD.

Geometry as XYZ:
```
11
Properties=species:S:1:pos:R:3:forces:R:3:nbo_charge:R:1
C -1.4540 -0.3085 -0.1730 -0.989 0.870 2.861 0.6394
C 0.7347 0.1656 -0.0011 -0.540 0.802 2.571 0.4112
C 1.8985 0.6744 0.6802 1.507 0.853 0.846 -0.1078
C 2.8166 1.1774 1.3180 -0.792 1.249 1.447 -0.1399
H -3.2117 -0.9808 -0.4899 0.418 0.900 0.483 0.3498
H -0.9116 -1.5201 -1.9736 0.293 3.824 2.798 0.4277
H 3.3946 1.8550 2.1341 -1.426 -2.307 -2.750 0.2824
N -2.6898 -0.3754 0.1805 1.624 -0.961 -1.119 -0.7185
N -0.7244 -0.5836 -1.2762 -0.453 -4.557 -4.302 -0.4638
N 0.6213 -0.3679 -1.1318 0.347 -0.120 -0.575 -0.2397
O -0.4742 0.2639 0.7327 0.011 -0.554 -2.260 -0.4407
```
Positions in Å, forces in eV/Å.

Properties
- Relative energy (zero: lowest compared OMol25 entry of this formula, charge and spin): 3.498 eV
- HOMO-LUMO gap: 9.53 eV
- Lowest unoccupied orbital energy: 0.48 eV
- Multiplicity: 1
- SMILES: [H]/N=c1\[nH]nc(C#C)o1


No. 3
Here is one molecule with the formula C4H3N3O2 from the Open Molecules 2025 dataset. Energies are from wB97M-V/def2-TZVPD.

Geometry as XYZ:
```
12
Properties=species:S:1:pos:R:3:forces:R:3:nbo_charge:R:1
C 0.6131 -0.1671 -0.5840 -1.766 4.602 -0.382 0.0462
C -0.3953 -1.2726 1.2567 -2.220 2.906 0.183 0.6506
C 0.9140 0.7214 -1.5322 0.287 -2.183 1.001 -0.2108
C -0.5136 0.0830 0.3138 -2.152 -1.193 1.584 -0.3365
N 1.1494 -1.3264 -0.2927 2.707 -3.748 -1.006 -0.0637
N 0.5930 -1.9814 0.5926 1.453 -2.334 0.784 -0.1897
N -0.4482 1.3127 1.0783 2.127 -0.152 0.973 0.1528
O -1.0370 -1.5818 2.2204 0.986 0.186 -1.211 -0.4419
O -1.3421 2.0800 0.9996 -1.239 0.153 -0.521 -0.2535
H 1.6112 0.5900 -2.2882 1.485 -0.345 -1.046 0.2141
H 0.3198 1.5557 -1.5650 -1.258 2.036 -0.207 0.2010
H -1.4643 -0.0136 -0.1993 -0.409 0.071 -0.151 0.2315
```
Positions in Å, forces in eV/Å.

Properties
- Relative energy (zero: lowest compared OMol25 entry of this formula, charge and spin): 4.462 eV
- HOMO-LUMO gap: 7.53 eV
- Lowest unoccupied orbital energy: -2.02 eV
- Multiplicity: 1
- SMILES: C=C1N=NC(=O)[C@H]1N=O